# C31H30IrN3O2P2Se4

A molecular structure, C31H30IrN3O2P2Se4 (ωB97M-V with the def2-TZVPD basis set, the Open Molecules 2025 dataset).

Geometry as XYZ:
```
73
Properties=species:S:1:pos:R:3:lowdin_spin:R:1
Ir 2.56564 -2.01182 -0.04129 2.10
O 4.71903 -4.39210 1.97240 0.03
C 5.75682 -3.62797 2.55874 0.00
C 5.53166 -2.13878 2.37150 0.02
C 6.68544 -1.49643 3.18050 0.00
O 6.64077 -0.08210 3.25658 0.00
C 5.70711 -1.63019 0.93442 0.06
Se 4.82531 -2.55214 -0.55908 0.55
C 4.22874 -1.65911 3.02212 0.08
Se 2.49458 -2.28346 2.35804 0.71
H 4.89103 -5.31984 2.14376 0.00
H 6.73418 -3.88600 2.12901 0.00
H 5.80767 -3.81249 3.63977 0.00
H 7.63827 -1.82572 2.75161 0.00
H 6.64440 -1.84937 4.21107 0.00
H 6.77760 0.28272 2.37564 0.00
H 6.77016 -1.60797 0.68259 0.00
H 5.32292 -0.61119 0.87154 0.01
H 4.17346 -0.57243 2.95786 0.01
H 4.23616 -1.92353 4.08106 0.01
Se -2.69941 0.95142 2.01181 0.00
P -2.95433 -0.18250 0.26148 0.00
C -4.08616 -1.57939 0.50712 0.00
C -5.30494 -1.66780 -0.15328 0.00
C -6.18697 -2.69976 0.14827 0.00
C -5.85233 -3.64110 1.10651 0.00
C -4.63619 -3.54981 1.77567 0.00
C -3.76063 -2.52114 1.48438 0.00
C -3.60896 0.72523 -1.16545 0.00
C -3.67997 0.09170 -2.40719 0.00
C -4.21254 0.76245 -3.49653 0.00
C -4.66572 2.06963 -3.35116 0.00
C -4.59411 2.70097 -2.11727 0.00
C -4.07174 2.02598 -1.01902 0.00
C -1.41692 -0.92003 -0.34529 0.01
C -0.12914 -0.44439 -0.51354 0.02
N 0.63782 -1.53022 -0.75514 0.09
N -0.14001 -2.61604 -0.77300 0.05
N -1.37406 -2.26722 -0.52427 0.01
P 0.78008 1.10101 -0.56772 0.03
Se 2.80979 0.72703 0.03334 0.18
C 0.71605 1.69226 -2.28195 0.00
C -0.49333 1.69185 -2.97768 0.00
C -0.54890 2.15294 -4.28246 0.00
C 0.60393 2.61381 -4.90456 0.00
C 1.81131 2.60231 -4.22230 0.00
C 1.87191 2.13838 -2.91505 0.00
C -0.02587 2.34138 0.46048 0.01
C -0.98174 3.20762 -0.06450 0.00
C -1.58393 4.14960 0.75155 0.00
C -1.24910 4.22090 2.09523 0.00
C -0.30034 3.35583 2.62211 0.00
C 0.32127 2.42396 1.80586 0.00
H -5.58180 -0.93569 -0.89989 0.00
H -7.13606 -2.76166 -0.36823 0.00
H -6.53903 -4.44520 1.33829 0.00
H -4.37309 -4.28225 2.52773 0.00
H -2.82010 -2.44219 2.01347 0.00
H -3.31498 -0.92421 -2.51621 0.00
H -4.27078 0.26960 -4.45886 0.00
H -5.07883 2.59420 -4.20358 0.00
H -4.94961 3.71748 -2.00658 0.00
H -4.00498 2.49800 -0.04524 0.00
H -1.39334 1.30321 -2.51546 0.00
H -1.49418 2.14477 -4.81151 0.00
H 0.56180 2.97076 -5.92571 0.00
H 2.71431 2.94630 -4.70940 0.00
H 2.81432 2.11853 -2.38625 0.00
H -1.25560 3.16771 -1.10956 0.00
H -2.32645 4.81970 0.33755 0.00
H -1.72917 4.95138 2.73366 0.00
H -0.03529 3.40982 3.66986 0.00
H 1.06708 1.75282 2.21166 0.00
```

Values from the calculation:
<S²>: 6.023
2S+1: 5
Lowest unoccupied orbital energy (alpha / beta): 0.3449 / -1.5546 eV
HOMO (alpha / beta): -6.89 / -7.72 eV